--- one ---
C6H15NO3 | ωB97M-V/def2-TZVPD

Atoms and positions in Å:
O 1.248 0.383 0.076
O 2.988 0.416 -1.333
O 2.536 -1.440 -0.237
N 4.746 1.313 1.943
C 6.917 1.099 3.167
C 4.712 3.812 1.732
C 1.722 -2.448 -0.798
C 4.347 2.603 2.570
C 6.208 1.056 1.828
C 2.230 -0.130 -0.515
H 5.793 4.009 1.735
H 4.379 3.690 0.692
H 6.300 0.064 1.371
H 4.812 2.642 3.562
H 4.211 4.694 2.150
H 7.111 2.127 3.501
H 1.591 -2.302 -1.881
H 4.347 1.274 0.979
H 6.624 1.788 1.127
H 2.240 -3.399 -0.631
H 4.328 0.517 2.503
H 6.335 0.578 3.939
H 0.738 -2.483 -0.309
H 3.262 2.546 2.714
H 7.886 0.595 3.066

For the LUMO energy, the calculation gives -0.21 eV. As for the spin multiplicity: 1. The calculation puts the frontier orbital gap at 0.24709 Eh.

Mulliken population analysis, charges in e, atoms 1 to 5: -0.720, -0.729, -0.292, -0.144, -1.145

***

--- two ---
C6H15NO3 | ωB97M-V/def2-TZVPD

Atoms and positions in Å:
O 1.250 -1.312 -3.414
O 0.229 2.174 -2.953
O -0.239 -1.194 1.493
N 0.210 0.955 -0.766
C -0.522 1.602 1.565
C -0.817 0.826 0.286
C 0.035 2.039 -1.750
C -0.460 -2.567 1.731
C -1.148 -0.637 0.571
C 1.528 0.398 -0.473
H -0.394 -3.145 0.793
H -0.161 2.975 -1.183
H -0.450 2.678 1.364
H -1.335 1.442 2.286
H 2.261 0.855 -1.145
H 1.444 -0.686 -0.600
H -1.739 1.245 -0.143
H 0.312 -2.911 2.428
H 0.408 1.273 2.044
H 0.562 -1.178 -2.621
H -1.126 -1.212 -0.372
H -1.453 -2.728 2.181
H 1.847 0.555 0.566
H -2.176 -0.692 0.969
H 1.933 -0.757 -2.859

For the LUMO energy, the calculation gives 0.61 eV. As for the spin multiplicity: 1. The calculation puts the frontier orbital gap at 0.35841 Eh. Its SMILES is COC[C@@H](C)N(C)C=O.O.

Mulliken population analysis, charges in e, atoms 1 to 5: -0.658, -0.457, -0.288, 0.334, -1.283

***

We find one to be the most stable, with the next structure 0.393 eV higher.

***

--- one ---
C3H10N | ωB97M-V/def2-TZVPD

Atoms and positions in Å:
N -0.682 1.666 1.628
C 0.516 0.480 -0.429
C -0.024 -1.806 -1.241
C 0.835 -0.840 -0.525
H -0.757 -1.413 -1.930
H -0.574 -2.444 -0.524
H -0.494 0.525 -0.886
H 0.620 -2.560 -1.738
H -0.884 1.220 2.526
H -0.386 0.777 0.843
H 1.327 1.194 -0.479
H 0.201 2.147 1.723
H 1.892 -1.022 -0.250
H -1.592 2.076 1.279

For the LUMO energy, the calculation gives -3.75 eV. The total charge is +1. As for the spin multiplicity: 1. The calculation puts the frontier orbital gap at 0.38970 Eh.

Mulliken population analysis, charges in e, atoms 1 to 5: -0.623, -1.282, -1.076, 0.355, 0.379

***

--- two ---
C3H10N | ωB97M-V/def2-TZVPD

Atoms and positions in Å:
N 0.207 -1.254 0.790
C -0.153 0.117 0.229
C -1.098 0.127 -1.008
C 1.085 0.905 0.014
H -0.477 0.061 -1.893
H 0.671 -1.958 0.237
H 0.787 1.769 -0.418
H -1.897 -0.493 -0.814
H -0.650 -1.630 0.892
H 0.708 -1.034 1.620
H 1.661 1.062 0.864
H 1.549 0.336 -0.802
H -1.548 1.144 -1.074
H -0.846 0.849 1.363

For the LUMO energy, the calculation gives -3.68 eV. The total charge is +1. As for the spin multiplicity: 1. The calculation puts the frontier orbital gap at 0.44685 Eh.

Mulliken population analysis, charges in e, atoms 1 to 5: -0.185, 0.201, -1.215, -1.565, 0.330

***

We find one to be the most stable, with the next structure 0.231 eV higher.

***

--- one ---
C3H10OS | ωB97M-V/def2-TZVPD

Atoms and positions in Å:
S 1.051 0.635 0.188
O -1.698 2.122 -0.558
C 2.821 0.287 0.383
C -1.533 -0.865 0.654
C -1.217 -1.263 -0.592
H -1.949 -1.571 1.375
H -1.697 2.278 -1.509
H -0.313 -1.348 0.351
H -0.839 1.697 -0.384
H 3.119 0.216 1.431
H -1.069 -0.528 -1.372
H 3.393 1.078 -0.096
H -1.538 0.156 1.001
H -1.628 -2.258 -0.751
H 3.098 -0.637 -0.121

For the LUMO energy, the calculation gives -0.86 eV. As for the spin multiplicity: 1. The calculation puts the frontier orbital gap at 0.22807 Eh.

Mulliken population analysis, charges in e, atoms 1 to 5: -0.460, -0.636, -0.766, -0.297, -0.228

***

--- two ---
C3H10OS | ωB97M-V/def2-TZVPD

Atoms and positions in Å:
S 0.395 -1.275 -0.996
O 4.019 2.885 2.552
C -2.099 -1.739 0.247
C -1.420 -1.529 -1.198
C 0.484 0.576 -0.882
H 3.878 2.797 1.591
H 1.586 0.955 -0.699
H 3.333 3.424 2.769
H -1.751 -0.596 -1.666
H -1.750 -2.491 0.996
H -1.753 -2.424 -1.780
H -1.989 -0.708 0.694
H -3.109 -1.980 0.285
H 0.154 1.144 -1.916
H 0.021 0.961 0.004

For the LUMO energy, the calculation gives 0.56 eV. As for the spin multiplicity: 1. The calculation puts the frontier orbital gap at 0.33785 Eh. Its SMILES is CCSC.O.

Mulliken population analysis, charges in e, atoms 1 to 5: -0.074, -0.612, -0.947, -0.406, -0.788

***

--- three ---
C3H10OS | ωB97M-V/def2-TZVPD

Atoms and positions in Å:
S -0.781 -2.675 -0.916
O 0.419 1.448 1.352
C 0.688 -2.079 -0.071
C -0.267 2.531 0.704
C 0.649 3.272 -0.285
H 0.924 2.532 -1.034
H -1.144 2.175 0.160
H 0.897 -2.562 0.882
H 0.057 4.042 -0.788
H 1.241 1.374 0.894
H -1.582 -2.714 0.162
H 1.483 3.795 0.166
H -0.576 3.225 1.486
H 0.561 -1.025 0.178
H 1.581 -2.173 -0.681

For the LUMO energy, the calculation gives 0.86 eV. As for the spin multiplicity: 1. The calculation puts the frontier orbital gap at 0.35976 Eh. Its SMILES is CCO.CS.

Mulliken population analysis, charges in e, atoms 1 to 5: -0.198, -0.517, -0.463, -0.137, -1.214

***

We find three to be the most stable, with the next structure 0.750 eV higher.

***

--- one ---
CH3O4S | ωB97M-V/def2-TZVPD

Atoms and positions in Å:
S -0.862 -1.536 -1.497
O 1.296 0.089 0.388
O -1.763 -1.367 -0.178
O 0.704 -2.040 -1.094
O -0.840 0.888 0.559
C 0.430 0.923 0.607
H 0.965 -1.181 -0.542
H 0.673 1.924 0.875
H -1.868 -0.493 0.225

For the LUMO energy, the calculation gives 3.89 eV. The total charge is -1. As for the spin multiplicity: 1. The calculation puts the frontier orbital gap at 0.28024 Eh.

Mulliken population analysis, charges in e, atoms 1 to 5: 0.026, -0.680, -0.434, -0.530, -0.726

***

--- two ---
CH3O4S | ωB97M-V/def2-TZVPD

Atoms and positions in Å:
S 0.626 -0.483 -0.101
O -0.150 1.278 1.612
O 1.067 0.420 -1.166
O 1.722 -1.131 0.515
O -0.379 2.243 0.675
C -0.693 -1.316 -0.534
H 0.076 1.880 -0.032
H -0.900 -2.077 0.241
H -1.371 -0.812 -1.211

For the LUMO energy (spin up / spin down), the calculation gives 3.51 / 3.51 eV. The total charge is -1. As for the spin multiplicity: 1. The calculation puts the frontier orbital gap (spin up / spin down) at 0.24097 / 0.24109 Eh.

Mulliken population analysis, charges in e, atoms 1 to 5: 0.891, -0.597, -0.636, -0.563, -0.333

***

We find one to be the most stable, with the next structure 5.687 eV higher.

***

--- one ---
C2H3ClS | ωB97M-V/def2-TZVPD

Atoms and positions in Å:
Cl -2.453 2.396 1.875
S -0.146 0.238 0.819
C 0.147 -1.173 0.158
C -1.962 2.476 0.347
H 0.563 -2.046 0.746
H -1.726 3.524 0.200
H -0.338 -1.530 -0.790

For the LUMO energy (spin up / spin down), the calculation gives -0.52 / -0.52 eV. As for the spin multiplicity: 1. The calculation puts the frontier orbital gap (spin up / spin down) at 0.27890 / 0.27888 Eh.

Mulliken population analysis, charges in e, atoms 1 to 5: 0.001, -0.109, -0.299, -0.177, 0.225

***

--- two ---
C2H3ClS | ωB97M-V/def2-TZVPD

Atoms and positions in Å:
Cl 2.119 0.393 -0.132
S -0.273 -1.501 -0.482
C 0.451 0.125 -0.448
C -0.555 -0.080 0.602
H -1.518 0.405 0.515
H -0.206 -0.222 1.619
H -0.018 0.881 -1.675

For the LUMO energy, the calculation gives 0.56 eV. As for the spin multiplicity: 1. The calculation puts the frontier orbital gap at 0.35803 Eh.

Mulliken population analysis, charges in e, atoms 1 to 5: -0.136, -0.082, -0.043, -0.532, 0.238

***

We find two to be the most stable, with the next structure 2.996 eV higher.